Entry from the OMol25 dataset: a 2-piece molecular cluster, C12H27BNO5P2 overall (the ωB97M-V functional and the def2-TZVPD basis).

```
48
Properties=species:S:1:pos:R:3:mulliken_charge:R:1
P -0.81 -0.47 2.79 0.064
P -0.49 -2.07 -0.22 0.739
O 1.43 1.29 2.22 -0.289
O 0.62 -1.32 0.44 -0.632
O -0.43 -3.63 0.01 -0.397
O -0.64 -1.94 -1.76 -0.377
O 1.98 -0.92 3.01 -0.534
N 0.29 4.69 -4.04 0.032
C -0.47 4.64 -1.96 -0.536
C -1.09 -4.81 2.05 -1.067
C 0.50 -1.82 -2.66 -0.253
C 1.36 -3.06 -2.71 -0.972
C -1.82 -0.17 1.30 -0.237
C 0.05 -4.24 1.23 -0.152
C 0.55 2.43 2.26 0.132
C 0.53 3.42 -3.57 -0.800
C 1.29 3.66 1.78 -1.363
C -2.06 -1.42 0.41 -1.024
C -0.31 5.44 -3.07 -0.558
C 0.06 3.36 -2.29 0.124
B 1.11 0.05 2.62 0.852
H -2.65 -2.20 0.89 0.455
H 0.20 2.57 3.29 0.308
H -0.81 -4.85 3.11 0.347
H -0.57 6.46 -3.24 0.386
H 0.53 5.02 -4.95 0.190
H -1.98 -4.19 1.99 0.256
H -2.64 -1.08 -0.45 0.434
H 0.05 -1.63 -3.63 0.339
H -0.92 4.95 -1.03 0.383
H 1.62 -3.44 -1.72 0.260
H -1.36 -5.82 1.73 0.339
H -2.77 0.25 1.62 0.645
H 2.52 -1.26 2.30 0.310
H 0.72 -5.03 0.90 0.351
H 1.07 -0.93 -2.38 0.258
H 0.60 4.51 1.82 0.383
H 2.29 -2.81 -3.22 0.372
H -1.44 0.16 3.86 0.147
H -1.29 0.60 0.73 -0.047
H 2.16 3.88 2.40 0.360
H 1.00 2.68 -4.19 0.372
H 0.88 -3.86 -3.28 0.308
H -0.31 2.25 1.62 0.119
H 0.10 2.50 -1.64 0.400
H 1.58 3.53 0.74 0.296
H 0.66 -3.53 1.79 0.225
H -0.88 -1.82 3.12 0.051
```

Results
HOMO-LUMO gap = 7.7 eV
Strongest force on any atom = 0.019 hartree/bohr
Charge = +1
E = -43861.65076 eV